Entry P
A single C3H8N2O molecule. Source: the Open Molecules 2025 dataset; level of theory: wB97M-V/def2-TZVPD.

ORCA input file:
```
! RIJCOSX wB97M-V def2-TZVPD def2/J DEFGRID3
* xyz 0 1
C -2.379 0.438 0.184
N -1.091 -0.092 0.567
C -0.019 -0.040 -0.296
O -0.078 0.423 -1.425
N 1.143 -0.544 0.262
C 2.395 -0.240 -0.405
H -2.830 0.955 1.039
H -3.057 -0.344 -0.184
H -2.208 1.162 -0.615
H -1.062 -0.777 1.306
H 1.171 -0.497 1.271
H 2.692 0.814 -0.285
H 3.173 -0.892 0.003
H 2.268 -0.439 -1.471
*
```

Its lowest unoccupied orbital energy is 0.888 eV. As for the SMILES: CNC(=O)NC.

Partial charges, natural (NBO), in e: C -0.415; N -0.644; C 0.777; O -0.656; N -0.639; C -0.412; H 0.194; H 0.187; H 0.237; H 0.385; H 0.377; H 0.184; H 0.198; H 0.228

Entry Q
A single C3H8N2O molecule. Source: the Open Molecules 2025 dataset; level of theory: wB97M-V/def2-TZVPD.

ORCA input file:
```
! RIJCOSX wB97M-V def2-TZVPD def2/J DEFGRID3
* xyz 0 1
C -0.661 -1.641 1.088
C -0.755 -0.536 0.336
C 0.231 -0.225 -0.713
N 1.453 -0.881 -0.658
O 0.439 1.259 0.007
N -0.601 2.214 -0.186
H 0.137 -2.354 0.954
H -1.406 -1.874 1.832
H -1.666 0.048 0.304
H -0.185 -0.151 -1.724
H 2.095 -0.626 -1.396
H 1.892 -0.812 0.253
H -0.743 2.656 0.720
H -0.230 2.923 -0.818
*
```

Its lowest unoccupied orbital energy is 1.141 eV. As for the SMILES: C=C[C@H](N)ON.

Partial charges, natural (NBO), in e: C -0.423; C -0.189; C 0.211; N -0.815; O -0.498; N -0.548; H 0.196; H 0.197; H 0.223; H 0.199; H 0.381; H 0.386; H 0.343; H 0.335

Entry R
2 unconnected molecules or ions with the total composition C3H8N2O. Source: the Open Molecules 2025 dataset; level of theory: wB97M-V/def2-TZVPD.

ORCA input file:
```
! RIJCOSX wB97M-V def2-TZVPD def2/J DEFGRID3
* xyz 0 1
C 0.679 0.284 0.301
C -2.299 0.943 0.129
C 0.968 -1.186 -0.112
N -3.069 -0.102 0.205
N 1.656 1.172 -0.026
O -4.258 -0.124 -0.268
H -1.234 1.139 0.874
H -2.847 1.633 -0.464
H 2.053 -1.514 -0.288
H 0.314 -1.377 -0.997
H 0.466 -1.926 0.560
H -2.725 -0.911 0.718
H 1.498 2.080 0.154
H 2.550 0.910 -0.403
*
```

Its lowest unoccupied orbital energy is 0.785 eV.

Partial charges, natural (NBO), in e: C 0.130; C -0.230; C -0.764; N -0.063; N -0.746; O -0.562; H 0.257; H 0.194; H 0.197; H 0.254; H 0.236; H 0.354; H 0.382; H 0.362

Ordering by calculated energy gives the sequence entry P, entry Q, entry R, with the first entry being the most stable.

Entry P
4 unconnected molecules or ions with the total composition C3H14O3S. Source: the Open Molecules 2025 dataset; level of theory: wB97M-V/def2-TZVPD.

ORCA input file:
```
! RIJCOSX wB97M-V def2-TZVPD def2/J DEFGRID3
* xyz 0 1
C 0.257 -0.683 -0.241
C -1.024 -0.922 -1.006
S -1.523 0.645 -1.913
C -2.000 1.558 -0.452
H 0.760 0.259 -0.470
H 1.038 -1.438 -0.150
H 0.010 -0.456 0.808
H -1.856 -1.069 -0.326
H -0.961 -1.734 -1.722
H -2.319 0.949 0.400
H -1.402 2.374 -0.062
H -2.989 1.986 -0.657
O -2.707 -2.443 3.101
H -2.639 -2.070 3.988
H -2.913 -1.627 2.626
O 2.639 -1.794 2.462
H 1.976 -1.174 2.149
H 2.152 -2.504 2.893
O 4.876 3.552 -3.807
H 4.564 2.743 -4.230
H 4.060 3.849 -3.390
*
```

Its lowest unoccupied orbital energy is 0.284 eV. As for the SMILES: CCSC.O.O.O.

Partial charges, natural (NBO), in e: C -0.654; C -0.488; S 0.183; C -0.787; H 0.224; H 0.228; H 0.195; H 0.206; H 0.228; H 0.213; H 0.220; H 0.230; O -0.924; H 0.464; H 0.461; O -0.937; H 0.467; H 0.471; O -0.928; H 0.464; H 0.464

Entry Q
4 unconnected molecules or ions with the total composition C3H14O3S. Source: the Open Molecules 2025 dataset; level of theory: wB97M-V/def2-TZVPD.

ORCA input file:
```
! RIJCOSX wB97M-V def2-TZVPD def2/J DEFGRID3
* xyz 0 1
C 3.658 -1.202 -1.196
C 3.217 -0.736 0.185
S 1.395 -0.593 0.297
C 0.631 -1.978 0.939
H 3.508 -0.484 -1.974
H 4.595 -1.630 -1.361
H 2.862 -1.942 -1.427
H 3.691 -1.352 1.080
H 3.812 0.298 0.306
H 0.145 -2.519 0.151
H -0.379 -1.789 1.291
H 1.140 -2.576 1.659
O 0.836 2.660 -1.159
H 1.013 2.197 -0.374
H 1.763 3.075 -1.300
O -5.398 3.969 -0.871
H -4.843 3.350 -0.455
H -5.689 4.673 -0.276
O -5.544 -1.274 1.831
H -4.631 -0.961 1.748
H -5.783 -1.184 0.905
*
```

Its lowest unoccupied orbital energy is 0.229 eV. As for the SMILES: CCSC.O.O.O.

Partial charges, natural (NBO), in e: C -0.634; C -0.547; S 0.203; C -0.813; H 0.212; H 0.215; H 0.207; H 0.228; H 0.228; H 0.220; H 0.247; H 0.234; O -0.926; H 0.465; H 0.460; O -0.948; H 0.472; H 0.477; O -0.923; H 0.460; H 0.463

Ordering by calculated energy gives the sequence entry P, entry Q, with the first entry being the most stable.